Version i
Here is the molecule C6H6 from the Open Molecules 2025 dataset. Energies are from ωB97M-V/def2-TZVPD.

HOMO energy = -9.95 eV
Total charge = 0
HOMO-LUMO gap = 10.84 eV
LUMO = 0.886 eV
SMILES = C#CCCC#C

XYZ file:
```
12
C6H6, DFT ωB97M-V/def2-TZVPD
H 0.032 -0.923 -1.268
H -0.420 0.734 -1.252
C -2.944 0.369 -0.531
C -0.387 -0.159 -0.608
C -1.830 -0.096 -0.494
C 1.836 -0.008 0.558
C 3.020 0.117 0.378
H -3.995 0.319 -0.451
H 0.212 -1.089 1.305
C 0.388 -0.153 0.745
H 4.067 0.248 0.212
H 0.022 0.641 1.406
```

Version ii
Here is the molecule C6H6 from the Open Molecules 2025 dataset. Energies are from ωB97M-V/def2-TZVPD.

HOMO energy (spin up / spin down) = -7.85 / -8.52 eV
Total charge = 0
HOMO-LUMO gap (spin up / spin down) = 7.30 / 7.48 eV
LUMO (spin up / spin down) = -0.551 / -1.033 eV

XYZ file:
```
12
C6H6, DFT ωB97M-V/def2-TZVPD
C 2.235 -0.046 0.665
C -0.870 0.580 -0.112
H -3.598 -0.926 0.973
H 1.547 -0.323 1.411
H -3.980 0.863 0.814
H 2.648 0.792 1.148
H 2.847 -0.938 0.526
H 0.421 2.147 -0.831
C -3.318 0.055 0.451
C -2.082 0.244 0.063
C 0.410 1.157 -0.420
C 1.655 0.606 -0.556
```

Stability ranking, top and bottom: version i is the most stable and version ii is the least stable.

Version i
Here is a 11-piece molecular cluster, H22O11 overall from the Open Molecules 2025 dataset. Energies are from ωB97M-V/def2-TZVPD.

HOMO energy = -8.24 eV
Total charge = 0
HOMO-LUMO gap = 8.28 eV
LUMO = 0.036 eV
SMILES = O.O.O.O.O.O.O.O.O.O.O

XYZ file:
```
33
H22O11, DFT ωB97M-V/def2-TZVPD
O -0.080 -0.907 0.075
O -0.248 3.621 -0.165
H -3.223 0.782 -1.395
H 2.929 3.380 0.222
O -0.580 -2.199 3.505
H -0.809 -0.290 -0.059
H 1.439 -3.593 -1.109
H -2.726 1.281 -0.047
H 0.291 -4.514 -1.487
H -3.108 2.216 3.663
H 1.826 4.105 0.976
O 0.554 -3.587 -1.489
H -0.133 1.665 -1.558
H -1.309 1.316 -2.455
H 0.032 3.062 0.568
H 0.656 -0.346 0.344
H -0.290 -1.340 3.178
O -0.748 0.951 -1.761
H -0.295 4.504 0.218
H -0.219 -1.703 -3.264
H -2.491 1.246 2.668
H -1.460 -1.015 -2.720
O 1.438 -4.528 0.561
O 2.763 3.884 1.026
O 2.444 1.416 -1.719
H 0.183 -2.772 3.367
O -2.549 1.432 3.612
H 1.161 -5.382 0.212
H 2.532 0.597 -2.219
O -2.419 1.036 -0.928
H 2.999 2.044 -2.195
H 1.706 -4.720 1.467
O -0.534 -1.186 -2.514
```

Version ii
Here is a 11-piece molecular cluster, H22O11 overall from the Open Molecules 2025 dataset. Energies are from ωB97M-V/def2-TZVPD.

HOMO energy = -10.76 eV
Total charge = 0
HOMO-LUMO gap = 10.44 eV
LUMO = -0.326 eV
SMILES = O.O.O.O.O.O.O.O.O.O.O

XYZ file:
```
33
H22O11, DFT ωB97M-V/def2-TZVPD
O 7.608 12.899 -16.433
O 10.103 14.770 -11.593
H 5.910 9.075 -15.629
O 6.540 6.379 -9.631
H 9.965 10.353 -13.317
H 4.562 7.001 -11.750
H 5.551 10.295 -11.599
H 7.150 6.749 -8.993
O 9.755 11.184 -13.744
H 6.879 9.625 -6.727
H 4.983 13.322 -13.258
H 5.829 14.065 -14.270
H 3.663 13.068 -8.274
H 4.429 7.790 -13.035
O 0.371 8.889 -11.578
H 3.789 12.128 -9.453
O 6.421 10.382 -7.091
H 11.010 14.808 -11.897
O 5.381 9.666 -15.094
O 3.149 12.639 -8.958
H -0.217 8.142 -11.466
H 10.521 11.377 -14.284
O 5.130 14.192 -13.629
H 1.241 8.499 -11.665
H 8.171 13.528 -16.884
H 6.813 11.131 -11.647
H 8.211 12.360 -15.921
H 9.718 14.038 -12.077
H 6.430 5.469 -9.358
O 3.923 7.467 -12.289
H 5.030 10.303 -15.716
O 6.004 11.009 -11.150
H 6.302 10.168 -8.017
```

Stability ranking, top and bottom: version ii is the most stable and version i is the least stable.

Version i
Here is a 11-piece molecular cluster, H22O11 overall from the Open Molecules 2025 dataset. Energies are from ωB97M-V/def2-TZVPD.

HOMO energy = -10.29 eV
Total charge = 0
HOMO-LUMO gap = 10.22 eV
LUMO = -0.066 eV
SMILES = O.O.O.O.O.O.O.O.O.O.O

XYZ file:
```
33
H22O11, DFT ωB97M-V/def2-TZVPD
H -8.732 1.405 12.753
H -8.725 0.639 10.376
H -9.240 3.710 13.539
H -10.692 -0.020 11.194
H -8.329 0.676 15.254
H -7.726 -0.552 10.853
H -7.083 -0.126 15.252
H -6.332 3.649 15.304
O -10.735 0.492 12.008
O -7.929 -0.489 11.778
H -10.848 1.405 11.741
H -8.307 -1.276 12.182
H -6.665 5.493 13.655
O -7.052 3.143 15.456
O -9.050 -2.077 14.104
H -8.479 -2.564 14.678
O -7.740 0.173 14.657
O -6.672 2.635 10.746
H -9.631 1.869 16.476
H -10.384 0.675 15.999
H -10.146 4.835 13.045
H -7.644 3.675 15.977
O -9.014 0.942 9.520
H -8.024 2.330 13.671
O -9.678 4.512 13.808
O -8.484 2.251 12.843
H -7.220 2.592 11.519
H -8.211 5.307 13.400
O -7.462 5.854 13.226
H -7.344 2.908 10.113
H -8.646 -1.237 14.131
O -9.856 1.424 15.705
H -9.145 0.132 9.051
```

Version ii
Here is a 11-piece molecular cluster, H22O11 overall from the Open Molecules 2025 dataset. Energies are from ωB97M-V/def2-TZVPD.

HOMO energy = -9.63 eV
Total charge = 0
HOMO-LUMO gap = 9.22 eV
LUMO = -0.415 eV
SMILES = O.O.O.O.O.O.O.O.O.O.O

XYZ file:
```
33
H22O11, DFT ωB97M-V/def2-TZVPD
H 0.611 2.392 1.850
H 0.574 3.038 0.112
O -3.210 -0.067 -1.808
H -0.392 1.912 -1.909
H 1.955 2.531 -0.534
O 1.063 -2.469 0.326
H 3.394 -1.012 1.106
O 1.458 2.631 0.280
H 1.782 -1.924 0.506
H 3.461 -0.196 -0.226
H 0.563 -0.082 2.929
H -0.247 -1.081 -3.246
O -2.226 0.908 1.348
O 0.553 -0.998 -2.716
H 0.746 0.504 0.073
O -1.271 1.680 -2.169
H 1.031 -1.530 2.956
H 0.974 2.332 3.331
O 0.339 -0.983 2.641
O 2.934 -0.693 0.368
H -1.527 0.554 0.746
H -1.747 0.907 2.159
H -0.126 -0.888 -0.123
H -2.826 -0.859 -1.406
O 0.396 1.912 2.701
O -1.698 -2.316 -0.902
H 0.407 -2.165 0.935
H -2.523 0.598 -1.791
H -1.223 1.654 -3.101
O -0.063 0.070 -0.216
H 0.334 -0.673 -1.827
H -2.276 -3.003 -0.747
H -1.223 -2.687 -1.645
```

Version iii
Here is a 11-piece molecular cluster, H22O11 overall from the Open Molecules 2025 dataset. Energies are from ωB97M-V/def2-TZVPD.

HOMO energy = -9.07 eV
Total charge = 0
HOMO-LUMO gap = 9.09 eV
LUMO = 0.021 eV
SMILES = O.O.O.O.O.O.O.O.O.O.O

XYZ file:
```
33
H22O11, DFT ωB97M-V/def2-TZVPD
H -1.810 1.743 -0.750
H -2.341 1.762 -4.587
O -3.265 2.149 1.413
H -2.009 -1.571 4.566
H -2.552 0.845 -1.727
H -2.823 -4.198 -0.559
O -1.984 0.816 -0.949
H 2.703 3.045 0.495
H 0.276 -1.158 0.826
O -2.349 -3.565 -1.109
O -0.788 -1.128 2.279
O 0.728 -0.685 0.119
H -0.861 1.747 -4.241
H -1.439 -3.617 -0.796
O 2.719 -1.772 -0.116
H -4.194 2.312 1.610
O -1.466 1.742 -4.991
H 3.863 4.026 0.549
O 5.014 -1.226 1.995
H 0.020 -0.223 -0.344
H 2.623 -0.835 -0.320
H 4.584 -0.401 2.246
O 1.063 1.214 -4.241
O 3.333 3.509 -0.068
H -0.154 -0.973 2.988
H 0.651 0.997 -5.084
H -1.441 -1.718 2.674
H -2.815 2.938 1.734
O -2.817 -1.513 4.043
H 2.001 1.048 -4.389
H 2.541 -1.826 0.830
H -2.961 -2.414 3.733
H 5.948 -1.068 2.170
```

Stability ranking, top and bottom: version i is the most stable and version iii is the least stable.

Version i
Here is a 11-piece molecular cluster, H22O11 overall from the Open Molecules 2025 dataset. Energies are from ωB97M-V/def2-TZVPD.

HOMO energy = -10.10 eV
Total charge = 0
HOMO-LUMO gap = 10.04 eV
LUMO = -0.065 eV
SMILES = O.O.O.O.O.O.O.O.O.O.O

XYZ file:
```
33
H22O11, DFT ωB97M-V/def2-TZVPD
O -1.722 -2.082 -1.717
O 1.972 -2.573 1.274
H -0.088 1.629 2.972
O 0.271 -0.646 2.540
O -2.378 2.467 1.310
H -0.392 -3.945 -0.032
H 2.750 -3.182 1.370
H -1.222 1.292 -2.900
O 2.929 0.132 0.193
H 1.087 -0.060 -1.573
H 1.004 2.660 3.567
H -2.905 3.288 1.373
O -0.151 -0.081 -0.366
H 2.270 -1.742 0.919
O -1.213 2.296 -1.298
H -2.139 2.474 -1.607
H 1.355 0.026 -3.020
H -1.800 -2.789 -1.098
H 1.029 -0.606 3.143
O 0.245 2.535 2.909
O -0.708 -3.259 0.586
O -1.614 0.852 -3.639
H -0.871 3.052 -1.757
H 3.891 0.126 0.250
H -1.775 2.602 0.581
H -1.130 -1.443 -1.335
H 0.169 -2.862 0.746
H -2.461 0.587 -3.368
H -0.288 -1.391 2.795
O 1.804 -0.166 -2.199
H 0.013 -0.059 0.601
H 2.696 0.091 -0.738
H -0.624 0.763 -0.490
```

Version ii
Here is a 11-piece molecular cluster, H22O11 overall from the Open Molecules 2025 dataset. Energies are from ωB97M-V/def2-TZVPD.

HOMO energy = -10.16 eV
Total charge = 0
HOMO-LUMO gap = 9.46 eV
LUMO = -0.696 eV
SMILES = O.O.O.O.O.O.O.O.O.O.O

XYZ file:
```
33
H22O11, DFT ωB97M-V/def2-TZVPD
H -25.499 -3.702 14.181
O -26.767 -5.151 16.462
H -23.112 -5.214 16.571
O -24.942 -5.510 18.403
O -28.919 -4.054 15.054
H -26.224 -5.130 13.818
O -25.767 -2.181 15.139
H -27.293 -2.630 17.819
H -23.856 -7.585 14.322
O -24.611 -7.248 14.787
O -25.680 -8.063 18.242
H -25.820 -5.057 18.354
H -25.657 -1.421 14.591
H -23.579 -7.451 17.636
H -23.699 -7.051 16.254
O -26.863 -3.212 18.402
H -25.723 -7.092 18.393
H -23.382 -4.090 15.515
H -24.994 -2.112 15.746
H -25.915 -5.279 15.957
O -23.711 -4.545 16.293
H -28.489 -0.764 15.829
H -28.267 -4.567 15.437
H -28.936 -3.235 15.567
H -24.550 -5.138 17.590
O -23.048 -7.119 16.959
H -26.396 -8.319 17.653
O -28.094 -1.574 16.221
H -26.747 -2.667 19.154
O -25.408 -4.628 13.863
H -26.744 -4.320 16.804
H -24.884 -6.444 14.272
H -27.181 -1.599 15.875
```

Stability ranking, top and bottom: version i is the most stable and version ii is the least stable.